{"formula": "C31H58N7O3", "method": "the ωB97M-V functional and the def2-TZVPD basis", "lumo_ev": [0.49, 0.16], "charge": 0, "homo_lumo_gap_ev": [9.06, 9.39], "spin_multiplicity": 2, "s_squared": 0.75, "elements": ["C", "C", "O", "O", "C", "C", "C", "C", "C", "C", "C", "C", "N", "C", "N", "N", "C", "C", "C", "C", "N", "O", "C", "C", "C", "C", "H", "H", "H", "H", "H", "H", "H", "H", "H", "H", "H", "H", "H", "H", "H", "H", "H", "H", "H", "H", "H", "H", "H", "H", "H", "H", "H", "H", "H", "H", "H", "H", "H", "H", "H", "H", "H", "C", "C", "C", "C", "N", "H", "H", "H", "H", "H", "H", "H", "C", "C", "C", "C", "N", "H", "H", "H", "H", "H", "H", "H", "C", "C", "C", "C", "N", "H", "H", "H", "H", "H", "H", "H"], "positions_angstrom": [[0.24798, -7.70987, 0.87160], [0.09856, -6.92655, -0.52134], [-1.01614, -6.87083, -1.05165], [1.28225, -6.37915, -1.02618], [1.09032, -5.73998, -2.30941], [0.32353, -4.34743, -2.23354], [1.22172, -3.09590, -1.81125], [0.67219, -2.31725, -0.49888], [-0.77225, -1.75646, -0.88853], [-1.56039, -1.03966, 0.30152], [-3.06046, -1.63933, 0.40174], [-3.14118, -2.83335, 1.48835], [-2.94063, -2.20854, 2.82890], [-3.10812, -3.15713, 3.92822], [-2.50838, -4.30631, 4.06510], [-4.01637, -2.73871, 5.01846], [1.63261, -1.04201, -0.31238], [2.32816, -0.95700, 1.14102], [1.35667, -0.31925, 2.27280], [3.52134, 0.14980, 0.98484], [3.00147, -2.21433, 1.57254], [4.07895, -2.31579, 0.80798], [2.13389, -3.42552, 1.49468], [1.83764, -3.86745, 3.03334], [3.00591, -4.63208, 0.88624], [0.70909, -3.23110, 0.80731], [-0.58572, -8.47043, 0.91314], [0.12132, -7.00377, 1.76387], [1.26466, -8.23160, 0.93072], [0.49428, -6.43429, -2.99881], [2.08670, -5.56773, -2.81747], [-0.53400, -4.43435, -1.48228], [-0.19250, -4.19195, -3.24529], [1.11661, -2.32653, -2.65802], [2.33077, -3.31710, -1.73511], [-1.47099, -2.51714, -1.35181], [-0.59447, -0.95670, -1.69294], [-1.69103, 0.08039, 0.09504], [-1.06927, -1.11344, 1.31698], [-3.76026, -0.79265, 0.72947], [-3.42012, -2.05941, -0.59293], [-2.21547, -3.47710, 1.27456], [-4.08243, -3.45415, 1.38464], [-3.73940, -1.55340, 2.92935], [-1.89902, -4.42824, 3.24374], [-3.51079, -3.01962, 5.87741], [-4.01751, -1.70316, 5.07596], [2.49982, -1.13621, -1.05964], [1.11461, -0.06106, -0.60169], [0.57879, 0.31206, 1.71502], [1.92746, 0.36935, 2.96287], [0.78116, -1.14361, 2.79255], [3.98810, 0.11677, -0.04814], [4.27917, 0.03483, 1.82375], [3.01322, 1.16256, 1.16927], [2.82759, -3.73782, 3.59118], [1.04493, -3.20055, 3.49040], [1.52359, -4.95330, 2.98580], [3.24680, -4.51350, -0.20929], [2.39379, -5.57755, 1.09452], [3.96420, -4.76947, 1.49808], [0.36674, -4.27836, 0.47966], [-0.02276, -2.92020, 1.62172], [1.19191, 3.03433, -0.52292], [-0.26237, 3.47135, -0.64537], [-0.70660, 4.40289, 0.48210], [-0.67269, 3.74312, 1.79022], [-0.63966, 3.22642, 2.81757], [1.36252, 2.45631, 0.38839], [1.46988, 2.40146, -1.36951], [1.86028, 3.90017, -0.51498], [-0.90259, 2.58416, -0.67440], [-0.39368, 3.98882, -1.59933], [-1.72622, 4.74269, 0.28106], [-0.07480, 5.29240, 0.50048], [-4.24719, 5.52628, -1.75761], [-3.70221, 5.80159, -3.15352], [-3.85902, 4.61383, -4.10562], [-3.07865, 3.45253, -3.67334], [-2.47026, 2.53933, -3.33029], [-3.70579, 4.71229, -1.26916], [-4.14366, 6.41532, -1.13151], [-5.30686, 5.26071, -1.79578], [-2.64811, 6.08582, -3.07772], [-4.23370, 6.66027, -3.57459], [-3.52853, 4.91254, -5.10437], [-4.91437, 4.33938, -4.18961], [2.97299, 8.85448, -0.97391], [3.25435, 7.35730, -1.01385], [2.37525, 6.60633, -2.01586], [0.95599, 6.66151, -1.65825], [-0.15905, 6.71005, -1.37987], [1.95097, 9.06205, -0.64808], [3.65029, 9.34577, -0.27190], [3.11920, 9.30700, -1.95801], [3.12136, 6.93979, -0.01104], [4.30299, 7.20455, -1.28532], [2.69186, 5.56008, -2.05250], [2.51927, 7.01666, -3.01931]], "forces_ev_per_a": [[0.6, 0.3, -0.6], [-1.4, -0.7, 0.6], [3.0, 0.2, 0.7], [-2.0, -0.6, 0.1], [-0.9, 0.7, -1.7], [-0.2, -0.3, 0.5], [-0.8, 0.6, -0.4], [0.3, 0.4, -0.7], [0.1, 0.8, 0.3], [-1.3, 0.1, -0.4], [0.1, -0.2, 0.9], [1.5, 0.6, -1.5], [-2.3, -1.3, 1.0], [0.4, -0.7, 1.0], [-0.7, 2.3, -1.0], [2.3, 0.6, -0.9], [0.8, -0.7, 0.1], [0.3, 3.6, 0.4], [-0.4, -0.6, -1.4], [-1.2, 0.3, 0.5], [-0.1, 0.5, -3.7], [-0.6, -0.4, 1.4], [-0.1, -2.1, 1.7], [0.7, 0.4, -1.0], [-0.5, -0.3, 1.0], [0.0, -0.6, -0.7], [1.0, 0.9, -0.1], [0.3, -0.8, -1.4], [-1.4, 0.8, 0.0], [0.8, 0.9, 1.1], [-0.9, -0.4, 1.1], [1.2, -0.1, -1.1], [0.9, -0.1, 1.4], [0.3, -1.0, 1.2], [-1.3, 0.0, 0.1], [1.0, 0.6, 0.6], [-0.2, -1.3, 1.0], [0.4, -1.5, 0.2], [-0.5, -0.1, -1.2], [0.8, -1.2, -0.5], [0.5, 0.7, 1.2], [-1.5, 0.6, 0.3], [1.0, 0.7, 0.2], [0.9, -0.2, -0.1], [-0.2, -0.2, 0.4], [-0.7, -0.2, -0.6], [-0.2, -0.8, -0.2], [-1.2, 0.0, 1.1], [0.6, -1.3, 0.8], [1.1, -0.8, 0.9], [-0.7, -1.1, -0.6], [0.7, 1.1, -0.2], [-0.4, 0.1, 1.5], [-0.8, 0.0, -1.2], [0.8, -1.3, -0.6], [-1.5, -0.4, -0.6], [0.9, -0.9, -0.4], [0.2, 1.3, 0.5], [-0.3, -0.2, 1.4], [0.8, 1.3, -0.7], [-1.3, 0.5, -1.0], [0.5, 1.3, 0.6], [0.9, 0.0, -1.2], [-0.1, -0.1, 0.0], [0.2, -0.2, -0.2], [-0.1, -0.1, -0.1], [0.0, 0.0, 0.2], [0.0, 0.0, -0.2], [0.0, 0.1, 0.0], [0.0, 0.0, 0.1], [0.0, 0.0, 0.1], [0.0, 0.1, 0.0], [-0.1, 0.0, 0.1], [0.1, 0.0, 0.2], [-0.1, -0.1, 0.2], [0.0, 0.1, 0.1], [0.0, 0.2, 0.3], [0.0, 0.3, -0.1], [-0.1, -0.2, 0.0], [-0.1, 0.2, 0.0], [0.0, 0.0, -0.1], [0.0, -0.1, 0.0], [0.0, 0.0, 0.0], [-0.1, -0.1, -0.1], [0.1, -0.1, -0.1], [0.0, -0.2, 0.0], [0.1, -0.1, 0.1], [0.0, 0.0, 0.1], [0.1, 0.3, 0.2], [0.3, -0.2, 0.1], [-0.2, 0.1, -0.2], [0.3, 0.1, -0.2], [0.0, 0.0, -0.1], [-0.1, 0.0, -0.1], [0.0, 0.0, 0.0], [0.0, -0.1, -0.1], [-0.1, -0.1, 0.0], [-0.2, 0.0, 0.0], [-0.2, 0.0, 0.1]]}

{"formula": "C31H59AsBr2NSbSeSi2Sn", "method": "the ωB97M-V functional and the def2-TZVPD basis", "lumo_ev": -6.42, "de_lowest_kj_mol": 14.5, "charge": 2, "homo_lumo_gap_ev": 6.45, "spin_multiplicity": 1, "elements": ["Sn", "Br", "C", "Br", "H", "H", "C", "Si", "C", "C", "C", "C", "C", "C", "C", "C", "N", "Si", "C", "C", "C", "H", "H", "H", "H", "H", "H", "H", "H", "H", "H", "H", "H", "H", "H", "H", "H", "H", "H", "H", "H", "H", "H", "C", "C", "C", "Sb", "C", "C", "C", "C", "C", "C", "H", "H", "H", "H", "H", "H", "H", "H", "H", "H", "H", "H", "H", "H", "H", "H", "H", "H", "H", "H", "H", "Se", "C", "C", "C", "C", "C", "C", "H", "H", "H", "H", "H", "C", "As", "C", "C", "H", "H", "H", "H", "H", "H", "H", "H", "H"], "positions_angstrom": [[0.06359, -0.35765, 1.15972], [-0.48785, 2.66340, -0.04413], [-2.05254, 3.21605, 0.93838], [-3.48369, 1.94084, 0.80000], [-2.39052, 4.14976, 0.50718], [-1.77787, 3.30995, 1.98074], [4.98919, 0.81633, 1.18950], [3.25270, 0.61598, 1.84025], [2.45771, 2.29130, 2.02605], [3.36927, -0.29792, 3.46402], [2.17607, -0.49870, 0.63382], [2.20230, -1.89749, 1.16587], [3.25840, -2.80446, 1.10901], [3.11693, -4.03249, 1.72545], [1.93554, -4.35627, 2.39312], [0.92286, -3.42845, 2.41252], [1.06208, -2.23884, 1.80793], [2.62693, -0.28617, -1.23326], [4.30053, -0.98879, -1.68275], [2.58782, 1.52664, -1.66846], [1.36382, -1.23226, -2.23336], [5.55235, 1.37983, 1.93885], [5.04636, 1.37815, 0.25807], [5.50479, -0.13537, 1.05425], [3.02592, 2.87317, 2.75597], [1.42729, 2.23563, 2.38375], [2.46044, 2.85264, 1.09089], [3.82486, 0.36464, 4.20344], [4.01618, -1.17289, 3.37393], [2.41102, -0.62550, 3.86952], [4.17672, -2.53501, 0.60888], [3.93122, -4.74484, 1.69562], [1.81244, -5.30761, 2.88950], [-0.01685, -3.61487, 2.91520], [5.13576, -0.44493, -1.24884], [4.38038, -0.88326, -2.76907], [4.42513, -2.05114, -1.47334], [3.25674, 2.12015, -1.04533], [1.58635, 1.95663, -1.62059], [2.92948, 1.63924, -2.70057], [1.38814, -2.29721, -1.99198], [1.57441, -1.14193, -3.30128], [0.35439, -0.83674, -2.08422], [-4.63317, -2.65792, -1.09149], [-3.81536, -1.38928, -0.85243], [-3.67827, -0.53116, -2.09631], [-1.96624, -2.00164, 0.07454], [-1.03050, -3.51106, -1.16562], [-1.43097, -4.93437, -0.79770], [-1.29939, -3.20402, -2.63672], [-2.65138, -2.71113, 2.01767], [-2.89433, -4.21090, 2.13915], [-3.88358, -1.91070, 2.43358], [-5.63279, -2.36594, -1.42089], [-4.75469, -3.27133, -0.19764], [-4.20381, -3.27756, -1.87831], [-4.27487, -0.80685, -0.05373], [-3.24182, -1.08619, -2.92719], [-3.07735, 0.36027, -1.92070], [-4.67594, -0.20902, -2.40436], [0.03165, -3.36713, -0.95745], [-2.50955, -5.08801, -0.84456], [-1.07963, -5.22874, 0.18926], [-0.97688, -5.61339, -1.52314], [-2.32691, -3.44039, -2.91100], [-0.64939, -3.83384, -3.24798], [-1.09364, -2.16813, -2.90619], [-1.82985, -2.41896, 2.67857], [-3.62832, -4.57414, 1.41979], [-3.29190, -4.41728, 3.13527], [-1.98839, -4.80346, 2.01940], [-4.75942, -2.17976, 1.84210], [-3.73378, -0.83233, 2.37301], [-4.11318, -2.14510, 3.47490], [-1.11246, 0.65890, 3.14234], [0.03508, 0.15985, 4.60114], [-0.03331, -1.11764, 5.14411], [0.72809, -1.42876, 6.26009], [1.53830, -0.46132, 6.84062], [1.58339, 0.81985, 6.30961], [0.83427, 1.13606, 5.18504], [-0.70026, -1.85627, 4.71708], [0.67425, -2.42021, 6.68996], [2.12177, -0.70258, 7.71872], [2.19720, 1.57994, 6.77419], [0.86260, 2.13736, 4.77639], [-0.35300, 0.54102, -5.35446], [-0.91559, 1.45678, -3.71592], [-2.69350, 2.00456, -4.32491], [0.00392, 3.15312, -4.04518], [-0.59356, 1.14038, -6.23206], [-0.85417, -0.42359, -5.43836], [0.72347, 0.37086, -5.33116], [-2.61598, 2.59119, -5.23942], [-3.18717, 2.60161, -3.55813], [-3.30195, 1.12257, -4.52343], [-0.24729, 3.53319, -5.03480], [1.08187, 3.00684, -3.98686], [-0.28750, 3.88939, -3.29644]], "forces_ev_per_a": [[-0.2, 0.2, 0.1], [0.0, -0.1, -0.1], [-0.1, 0.0, 0.0], [0.0, 0.0, 0.0], [0.0, 0.0, 0.0], [0.0, 0.0, 0.0], [0.0, 0.0, 0.0], [0.1, -0.1, -0.1], [0.0, 0.0, 0.0], [0.0, 0.0, 0.0], [0.2, 0.1, 0.0], [0.0, 0.0, -0.1], [0.0, 0.0, 0.0], [0.0, 0.0, 0.0], [0.0, 0.0, 0.0], [0.0, 0.0, 0.0], [0.0, -0.1, 0.0], [0.0, -0.1, 0.0], [0.0, 0.0, 0.0], [0.0, 0.0, 0.0], [0.0, 0.1, 0.1], [0.0, 0.0, 0.0], [0.0, 0.0, 0.0], [0.0, 0.0, 0.0], [0.0, 0.0, 0.0], [0.0, 0.0, 0.0], [0.0, 0.0, 0.0], [0.0, 0.0, 0.0], [0.0, 0.0, 0.0], [0.0, 0.0, 0.0], [0.0, 0.0, 0.0], [0.0, 0.0, 0.0], [0.0, 0.0, 0.0], [0.0, 0.0, 0.0], [0.0, 0.0, 0.0], [0.0, 0.0, 0.0], [-0.1, 0.0, 0.0], [0.0, 0.0, 0.0], [0.0, 0.0, 0.0], [0.0, 0.0, 0.0], [0.0, 0.0, 0.0], [0.0, 0.0, 0.0], [0.0, 0.0, 0.0], [0.0, 0.0, 0.0], [0.0, 0.0, 0.0], [0.1, 0.0, 0.0], [-0.1, -0.1, 0.0], [0.1, 0.0, 0.0], [0.0, 0.0, 0.0], [0.0, 0.0, 0.0], [0.0, 0.0, 0.1], [0.1, 0.0, 0.0], [0.0, 0.0, 0.0], [0.0, 0.0, 0.0], [0.0, 0.0, 0.0], [0.0, 0.0, 0.0], [0.0, 0.0, 0.0], [0.0, 0.0, 0.0], [0.0, 0.0, 0.0], [0.0, 0.0, 0.0], [-0.1, 0.0, 0.0], [0.0, 0.0, 0.0], [0.0, 0.0, 0.0], [0.0, 0.0, 0.0], [0.0, 0.0, 0.0], [0.0, 0.0, 0.0], [0.0, 0.0, 0.0], [0.0, 0.0, 0.0], [0.0, 0.0, 0.0], [0.0, 0.0, 0.0], [0.0, 0.0, 0.0], [0.0, 0.0, 0.0], [0.0, 0.0, 0.0], [0.0, 0.0, 0.0], [0.0, -0.1, 0.0], [0.0, 0.1, 0.0], [0.0, 0.0, 0.0], [0.0, 0.0, 0.0], [0.0, 0.0, 0.0], [0.0, 0.0, 0.0], [0.0, 0.0, 0.0], [0.0, 0.0, 0.0], [0.0, 0.0, 0.0], [0.0, 0.0, 0.0], [0.0, 0.0, 0.0], [0.0, 0.0, 0.0], [0.0, 0.0, 0.0], [0.0, 0.0, -0.1], [0.0, 0.0, 0.0], [0.0, 0.0, 0.0], [0.0, 0.0, 0.0], [0.0, 0.0, 0.0], [0.0, 0.0, 0.0], [0.0, 0.0, 0.0], [0.0, 0.0, 0.0], [0.0, 0.0, 0.0], [0.0, 0.0, 0.0], [0.0, 0.0, 0.0], [0.0, 0.0, 0.0]]}